C8H14NP | wB97M-V/def2-TZVPD

Calculated values
frontier orbital gap = 8.5 eV
E_LUMO = 0.420 eV
energy relative to the best compared isomer or geometry (same formula, charge and spin) = 76.6 kcal per mole

Last column: Löwdin charge in e.
Positions of all 24 atoms, in Å:
C 1.472 -0.129 -0.043  -0.48
C 0.307 1.727 0.075  -0.17
C -0.693 -0.908 0.108  -0.14
C 0.635 -1.153 -0.585  -0.53
C -1.550 0.392 -0.325  -0.42
C 1.153 2.946 0.286  -0.09
C 1.078 -2.553 -0.448  -0.12
C -2.856 0.356 0.444  -0.08
N -0.890 1.585 -0.099  0.06
P 3.127 0.040 0.278  0.82
H -1.521 -1.748 -0.053  0.16
H -0.458 -0.772 1.136  0.10
H 0.648 -0.967 -1.749  0.19
H -1.727 0.238 -1.412  0.15
H 0.519 3.884 -0.017  0.12
H 2.183 2.727 -0.102  0.04
H 1.417 3.086 1.361  0.08
H 2.015 -2.694 -0.832  0.02
H 0.254 -3.307 -0.808  0.13
H 1.211 -2.814 0.578  0.07
H -2.943 -0.286 1.290  0.05
H -3.779 0.301 -0.198  0.09
H -2.902 1.420 0.904  0.10
H 3.300 -1.370 0.208  -0.16